<one>
Formula: C2H2NO2S
Source: OMol25
Level of theory: the ωB97M-V functional and the def2-TZVPD basis

Positions of all 8 atoms, in Å:
C 0.68818 -0.11012 -0.66309
C 0.75284 0.17985 0.76440
N 1.56908 0.83581 0.11211
O -1.47367 -0.35687 2.65500
O -0.58851 0.41177 -1.53098
S -0.71389 -0.55747 1.25273
H 1.07953 -0.88447 -1.59205
H -1.31357 0.48150 -0.99810

Summary:
* HOMO level: -3.2 eV
* LUMO energy: 4.09 eV
* net charge: -1

<two>
Formula: C2H2NO2S
Source: OMol25
Level of theory: the ωB97M-V functional and the def2-TZVPD basis

Positions of all 8 atoms, in Å:
C 0.12988 0.42044 0.06394
C -1.71235 0.20803 -0.07220
N -0.58717 0.99988 -0.74192
O 2.65298 0.38843 0.50759
O 1.59977 -1.26816 -0.95964
S 1.64188 -0.67014 0.40007
H -1.61181 -0.78792 -0.11564
H -2.11319 0.70944 0.91780

Summary:
* HOMO level: -3.7 eV
* LUMO energy: 3.89 eV
* net charge: -1

Tell me which of them is the least stable. Sure, it is <one>.

<one>
Formula: C9H18N3
Source: OMol25
Level of theory: the ωB97M-V functional and the def2-TZVPD basis

Positions of all 30 atoms, in Å:
C 2.12333 1.81188 0.65562
C 1.57061 1.37315 -0.60851
C 1.26369 1.40685 1.70034
C 0.66824 -0.10902 -2.78315
C -1.34106 1.05140 -1.90133
C -0.85271 -1.35974 -1.28333
C 0.60618 -1.41106 2.70510
C -1.69447 -0.53967 2.08147
C -0.20445 0.03712 -1.57858
N 0.64473 0.44349 -0.41863
N 0.38078 0.48998 1.32503
N -0.24241 -0.48827 2.00945
H 2.69230 2.68562 0.78146
H 1.94092 1.44142 -1.62537
H 1.38432 1.46757 2.84744
H 1.55632 -0.83010 -2.51961
H -0.05770 -0.61733 -3.51762
H 1.10415 0.89736 -3.15386
H -0.95648 2.04659 -2.20038
H -2.01315 0.59164 -2.59569
H -1.99552 1.11327 -0.93438
H -0.93371 -1.66451 -0.19669
H -1.87784 -1.30089 -1.77918
H -0.31217 -2.15964 -1.85407
H 0.10035 -2.30218 2.78351
H 1.37000 -1.55257 2.04980
H 0.91318 -1.00136 3.62793
H -1.82058 -0.97870 3.07544
H -1.90251 0.45603 2.08582
H -2.11433 -0.99833 1.22200

Summary:
* HOMO level: -13.0 eV
* LUMO energy: -3.57 eV
* SMILES: CN(C)[n+]1cccn1C(C)(C)C
* net charge: +1

<two>
Formula: C9H18N3
Source: OMol25
Level of theory: the ωB97M-V functional and the def2-TZVPD basis

Positions of all 30 atoms, in Å:
C -1.84326 1.79671 -2.56870
C -1.21390 1.96177 -1.38283
C -0.60986 -0.21236 -2.84071
C -1.53275 0.72821 -3.52463
C -0.34971 0.97481 -0.78006
C 0.33204 -3.09128 0.19254
C 0.88930 1.74343 2.68575
C 0.89226 -2.52400 1.54687
C 0.09434 2.05365 1.43026
N -0.14911 -0.15767 -1.63685
N 1.69688 -1.31198 1.65135
N 0.13845 0.96299 0.43606
H -2.69888 2.32992 -2.96162
H -1.44447 2.64972 -0.70085
H -0.21419 -1.04214 -3.24589
H -2.38156 0.29807 -3.85495
H -0.99985 1.08986 -4.31289
H -0.45216 -2.44737 -0.13456
H 1.03552 -3.19003 -0.71362
H -0.06639 -3.99751 0.37333
H 0.88190 0.54983 2.71246
H 1.84521 2.08719 2.57652
H 0.35188 2.24183 3.53739
H 0.08141 -2.45937 2.40766
H 1.48428 -3.34373 2.02923
H 0.37075 2.91013 0.97130
H -1.05199 2.11361 1.52012
H 2.65720 -1.51308 1.36479
H 1.61752 -1.22783 2.64497
H 0.63910 0.02663 0.57755

Summary:
* HOMO level: -12.8 eV
* LUMO energy: -4.46 eV
* net charge: +1

Tell me which of them is the least stable. Sure, it is <one>.

<one>
Formula: C4H9N3S
Source: OMol25
Level of theory: the ωB97M-V functional and the def2-TZVPD basis

Positions of all 17 atoms, in Å:
C 0.09585 0.62618 -0.52225
C 0.94636 0.82832 -1.72285
C -0.18869 -1.40841 0.79817
C 0.55731 -0.43528 1.64751
H -2.22876 0.03449 0.62471
H -2.50235 1.75288 0.59756
H 0.21109 1.37724 -2.43807
H 1.87551 1.50325 -1.67097
H 1.49422 -1.43649 -1.26307
H -1.31417 -1.30888 0.68746
H 0.26039 -2.45928 0.79635
H 1.50697 -0.63680 2.22215
H 0.06847 0.44961 2.14047
N -1.78607 1.02018 0.71703
N -0.93798 1.28779 -0.39958
N 0.71002 -0.40158 0.26005
S 1.23182 -0.79321 -2.47468

Summary:
* HOMO level: -8.8 eV
* LUMO energy: 0.85 eV
* SMILES: N/N=C(/CS)N1CC1
* net charge: 0

<two>
Formula: C4H9N3S
Source: OMol25
Level of theory: the ωB97M-V functional and the def2-TZVPD basis

Positions of all 17 atoms, in Å:
C 1.68809 -0.65346 0.01918
C -0.54225 0.30379 0.59669
C -1.49676 1.32730 -0.01215
C -1.56262 -0.11376 -0.38692
H 3.25285 0.55484 0.13243
H 3.57545 -1.03666 -0.34445
H 0.42878 -1.83079 0.60436
H 1.15710 1.39167 0.10306
H -0.70468 0.03214 1.61263
H -1.03811 1.96741 -0.73380
H -2.27576 1.77592 0.59574
H -1.06398 -0.34172 -1.28312
H -3.70959 -0.53103 -1.02850
N 2.95571 -0.26159 -0.41949
N 1.40474 -1.87469 0.23939
N 0.84658 0.40405 0.28329
S -2.91553 -1.11340 0.02165

Summary:
* HOMO level: -9.0 eV
* LUMO energy: 0.79 eV
* SMILES: [H]/N=C(/N)N[C@H]1C[C@@H]1S
* net charge: 0

Tell me which of them is the least stable. Sure, it is <one>.